Record 1
DFT (the ωB97M-V functional and the def2-TZVPD basis) results for 4 unconnected molecules or ions with the total composition C20H46FN3O6S3.

Structure (XYZ):
```
79
Properties=species:S:1:pos:R:3:forces:R:3:lowdin_charge:R:1
S -2.07493 -1.47304 2.30170 0.6 -0.5 0.1 0.87
S -1.27958 2.93988 0.08485 -5.6 1.8 -3.0 0.76
S -3.35060 -2.29834 -0.26512 1.2 0.4 0.7 0.67
F -0.03479 3.94495 -0.31867 -1.0 -1.9 1.3 -0.19
O 1.91479 -1.34730 -4.79544 0.1 0.0 0.2 -0.16
O 3.64194 2.92221 -3.75118 0.1 -0.2 0.1 -0.16
O -1.65698 2.22362 -1.14674 2.5 0.4 2.5 -0.28
O -2.04450 -1.24684 6.40845 -0.1 0.2 -0.2 -0.18
O 1.91321 -1.44324 0.92223 -0.2 -0.1 -0.3 -0.13
O -2.42354 3.80527 0.46214 3.3 -1.2 0.4 -0.28
N 0.25335 2.41958 2.12014 0.7 1.3 0.3 0.02
N -0.82031 1.86463 1.35488 0.4 0.4 -0.4 -0.28
N -0.71341 -2.50021 0.00397 -0.7 0.4 1.5 -0.21
C -3.18687 -1.80062 7.04291 0.0 -0.1 0.1 -0.28
C 1.25722 3.33806 -3.31206 0.1 0.0 -0.2 -0.06
C 4.12049 5.20092 -4.54535 -0.1 0.0 0.1 -0.08
C 1.85700 -2.37574 -7.02962 0.0 0.1 0.0 -0.08
C 1.68196 -2.53548 -5.52858 0.0 -0.1 -0.1 -0.29
C 0.18497 -3.27765 0.87941 1.0 -0.7 -0.5 -0.15
C -1.94652 -2.13955 0.62294 -2.1 0.1 -1.4 -1.03
C -3.18635 -1.63425 8.55256 0.1 0.0 0.0 -0.08
C -1.96261 1.70664 2.29671 -1.3 -0.3 -0.3 -0.22
C -0.64932 -3.26956 6.52100 -0.1 -0.1 0.0 -0.08
C -0.03227 -1.35927 -0.62059 0.9 0.6 -0.1 -0.14
C -3.52216 -0.33841 2.37684 0.4 0.6 -0.6 -0.45
C 1.07169 -0.24846 -5.10445 -0.1 0.0 0.0 -0.27
C -0.79159 -1.78181 6.79482 0.1 -0.2 0.0 -0.28
C 1.67368 -2.83451 0.74619 0.2 -0.6 0.4 -0.18
C -3.15462 0.96017 1.59330 -0.2 0.1 1.0 -0.23
C 3.74149 3.76803 -4.88124 0.0 0.1 -0.1 -0.28
C 0.84182 -0.63862 0.44521 -1.0 0.3 -0.3 -0.20
C 2.67810 3.29232 -2.77865 -0.1 0.1 -0.1 -0.27
C -0.40232 -0.52921 -4.86866 0.0 -0.1 0.0 -0.07
H 1.19262 0.32315 0.01523 0.3 -0.6 0.3 0.12
H 0.69193 -2.94216 -5.29465 0.0 0.0 -0.1 0.11
H 0.56650 3.56543 -2.50545 -0.1 0.0 0.0 0.04
H -1.62686 1.11360 3.16911 0.4 0.2 -0.7 0.11
H 1.13210 -1.67714 -7.45021 0.0 -0.1 0.0 0.06
H -0.58823 -1.55920 7.84773 0.0 -0.1 0.0 0.11
H -3.63934 -0.05362 3.44090 0.3 -0.5 -0.3 0.08
H 0.20011 -0.39358 1.31468 0.2 0.0 -0.5 0.07
H 2.74136 2.53896 -1.99126 0.1 -0.1 -0.1 0.12
H -4.46833 -0.79764 2.05583 0.6 0.0 -0.1 0.07
H 5.05799 5.22531 -3.98742 0.0 0.0 0.0 0.08
H 0.61508 -1.72595 -1.44524 -0.3 0.1 0.5 0.13
H 1.24545 0.08766 -6.13202 0.0 0.0 0.0 0.11
H 1.04664 2.63636 1.52488 0.0 -0.3 0.0 0.08
H 2.40673 -3.26703 -5.16718 0.0 0.1 0.1 0.12
H 2.81456 3.73867 -5.46433 0.0 0.1 0.0 0.11
H -0.99298 0.36674 -5.06464 0.0 0.0 0.0 0.08
H -2.91351 0.73759 0.53999 -0.3 0.1 0.4 0.09
H 0.14673 -4.32873 0.51512 0.0 0.5 0.4 0.13
H -4.02028 1.64095 1.67482 0.3 -0.3 -0.5 0.12
H 2.25055 -3.34926 1.54138 -0.3 0.3 -0.4 0.13
H 4.51746 3.34020 -5.51807 0.0 -0.2 0.1 0.12
H -0.57116 -0.83884 -3.83545 0.0 0.0 0.0 0.07
H -0.03635 -1.24602 6.21691 -0.2 0.1 -0.1 0.12
H -0.77630 -1.32470 -5.51568 0.0 0.1 0.0 0.07
H -0.82765 -3.48022 5.46495 0.0 0.0 0.0 0.08
H -2.29154 2.68142 2.70172 0.3 -0.3 -0.4 0.12
H 1.13486 4.09534 -4.08868 0.0 0.0 0.1 0.08
H -1.36158 -3.85855 7.10069 0.1 0.0 0.0 0.07
H -4.11383 -2.02506 8.97294 0.0 0.0 0.0 0.08
H -3.09814 -0.57985 8.82017 0.0 0.0 0.0 0.08
H -2.35598 -2.16465 9.02175 -0.1 -0.1 0.0 0.07
H -0.12069 -3.31399 1.94075 0.0 0.4 -0.4 0.10
H 2.85397 -1.99532 -7.25766 0.0 0.0 0.0 0.08
H 1.39074 0.56732 -4.45419 0.2 -0.2 0.0 0.09
H -3.30154 -2.85374 6.76671 0.0 0.0 0.0 0.11
H -0.73597 -0.65753 -1.10661 0.1 -0.4 0.5 0.12
H 2.13189 -3.17967 -0.20553 -0.5 0.2 0.3 0.12
H 0.54091 1.76186 2.83439 -0.1 -0.3 -0.3 0.09
H 3.35929 5.68919 -3.93484 0.0 0.0 -0.1 0.06
H 0.35424 -3.60857 6.78289 0.0 0.0 0.0 0.08
H 4.23986 5.78541 -5.45911 0.0 0.0 0.0 0.08
H 2.95141 4.24756 -2.31752 0.0 0.1 0.0 0.11
H -4.04701 -1.27507 6.62549 0.1 0.1 -0.1 0.12
H 1.72381 -3.33587 -7.53088 0.0 0.0 0.0 0.08
H 0.98202 2.37505 -3.74632 0.0 0.1 0.1 0.06
```
Positions in Å, forces in eV/Å.

Computed properties:
HOMO: -8.495 eV
SMILES string: NN(CCCSC(=S)N1CCOCC1)S(=O)(=O)F.CCOCC.CCOCC.CCOCC


Record 2
DFT (the ωB97M-V functional and the def2-TZVPD basis) results for 9 unconnected molecules or ions with the total composition C20H46N8O10.

Structure (XYZ):
```
84
Properties=species:S:1:pos:R:3:forces:R:3:lowdin_charge:R:1
O 10.69561 -11.98733 -10.73948 -0.9 -0.9 1.1 0.04
O 7.98395 -7.59288 -15.09712 -0.1 -4.4 2.4 0.06
O 18.29517 -12.58838 -12.23932 1.9 -5.1 1.0 0.04
O 11.91593 -4.87277 -16.86872 -0.8 0.0 0.1 -0.01
O 18.55717 -4.72878 -10.79627 1.7 0.6 -0.1 0.00
O 12.48815 -8.23471 -21.16952 -0.4 0.5 -0.7 -0.01
O 11.81429 -11.88776 -12.60066 1.1 -0.9 -1.8 0.11
O 13.94073 -9.68416 -10.74940 0.0 -0.2 2.7 -0.04
O 13.44833 -5.88289 -13.15951 0.5 1.5 1.3 0.02
O 13.09799 -9.87890 -16.50388 0.0 0.1 -0.7 -0.01
N 13.36983 -11.46666 -14.96798 1.4 -0.1 -0.2 0.19
N 12.52086 -7.23566 -14.63021 -0.7 -0.9 -1.2 0.18
N 18.49748 -10.45770 -12.60639 -2.8 0.5 -0.6 0.11
N 16.64442 -5.73667 -11.02213 -3.1 -1.8 0.4 0.16
N 13.70729 -3.80777 -16.23293 2.5 1.5 1.0 0.18
N 7.64806 -5.48156 -15.25465 0.4 2.7 -1.3 0.15
N 13.20057 -8.37710 -19.12063 2.1 0.4 2.5 0.19
N 15.98811 -9.74900 -9.87361 -1.0 -0.3 1.2 0.14
C 17.72680 -11.61097 -12.51127 -1.0 2.8 -1.3 -0.64
C 11.22292 -11.32961 -11.74817 0.1 2.8 1.7 -0.50
C 14.34458 -8.11762 -13.40007 0.0 1.2 1.7 -0.03
C 16.15624 -11.67775 -12.73279 1.1 1.1 0.6 -0.01
C 12.62743 -10.81306 -15.85731 0.3 1.1 1.0 -0.62
C 10.06139 -9.75232 -10.26240 0.5 1.6 -1.3 -0.16
C 13.41107 -6.96691 -13.67454 0.6 -0.5 -0.8 -0.65
C 17.67118 -5.37685 -10.30289 1.6 0.7 2.2 -0.67
C 17.70649 -5.69790 -8.72517 -0.8 0.4 -1.4 -0.06
C 12.41803 -3.83488 -16.44448 -2.3 -1.7 -0.7 -0.63
C 11.60835 -2.57776 -16.20512 0.5 -0.5 -0.4 0.01
C 8.78263 -6.73684 -17.09821 0.4 0.0 0.0 -0.01
C 11.20971 -11.15271 -15.87739 -1.0 -0.8 -1.1 0.00
C 10.95215 -9.81734 -11.52662 -1.3 -0.2 -1.3 -0.05
C 12.23569 -8.30562 -19.97579 -2.3 -1.2 -1.7 -0.64
C 9.73977 -11.17852 -10.01684 0.8 -1.1 0.9 -0.16
C 10.74841 -8.39696 -19.53193 1.6 0.8 0.2 0.01
C 14.60927 -9.87100 -9.70172 1.8 0.1 -3.3 -0.54
C 8.16090 -6.62458 -15.73313 -0.7 1.2 -1.2 -0.66
C 14.10696 -10.36671 -8.36654 0.1 0.5 -0.1 -0.07
H 13.31405 -9.72702 -7.97901 -0.5 -0.2 -0.5 0.07
H 11.79513 -9.13119 -11.60841 0.3 -0.6 0.5 0.10
H 14.82951 -10.29532 -7.55357 0.5 -0.4 -0.4 0.05
H 10.58419 -9.13813 -9.52922 0.0 -0.8 0.6 0.11
H 10.35726 -9.54770 -12.39927 -0.3 0.1 -0.2 0.12
H 16.69369 -10.12408 -9.25590 -0.3 0.2 0.5 0.04
H 10.72276 -2.77545 -15.60118 0.4 -0.1 0.4 0.08
H 9.09353 -9.26911 -10.39598 0.2 0.4 -0.4 0.11
H 7.79326 -4.68586 -15.85952 -0.4 0.2 0.5 0.09
H 10.64330 -10.37531 -15.36462 -0.2 -0.2 -0.1 0.10
H 6.97364 -5.42545 -14.50490 0.4 -0.4 -0.1 0.11
H 18.72159 -5.99511 -8.46183 -0.2 0.1 0.0 0.06
H 10.30703 -9.32583 -19.89316 -0.1 0.4 -0.3 0.08
H 14.24550 -4.65710 -16.13778 -0.3 0.0 -0.2 0.12
H 15.82582 -12.33856 -11.93139 -0.2 0.2 0.0 0.08
H 14.10825 -8.11047 -19.47435 0.0 -0.3 0.1 0.12
H 15.70160 -10.69165 -12.63792 -0.1 0.0 0.3 0.03
H 15.35473 -7.91496 -13.75591 -0.2 -0.4 -1.0 0.07
H 12.81358 -8.01880 -15.19687 -0.6 0.0 -0.5 0.07
H 11.19829 -2.30673 -17.17800 0.3 0.5 0.0 0.08
H 14.57632 -7.98240 -12.34361 -0.4 -0.7 0.3 0.05
H 12.97800 -11.77565 -14.08986 -0.2 -0.2 0.1 0.07
H 16.37869 -9.33945 -10.71015 -0.3 0.1 -0.4 0.03
H 12.31175 -1.86329 -15.77750 -0.7 0.6 0.0 0.07
H 17.38313 -4.80358 -8.19250 0.5 0.4 -0.1 0.06
H 9.84977 -6.91145 -16.96104 0.1 0.5 -0.1 0.06
H 16.62339 -5.88715 -12.02063 0.4 0.4 0.1 0.10
H 10.96511 -11.19700 -16.93866 -0.5 0.4 0.0 0.09
H 11.02028 -12.16476 -15.51971 -0.1 0.3 0.5 0.09
H 15.77739 -12.08858 -13.66863 0.8 -0.2 -0.2 0.06
H 13.79135 -11.39312 -8.55353 -0.2 0.0 0.4 0.08
H 14.08593 -2.97780 -15.79946 0.2 -0.3 0.0 0.11
H 10.43841 -7.46158 -19.99783 -1.0 -0.4 -0.2 0.08
H 12.03735 -6.46340 -15.06605 0.0 0.0 -0.1 0.08
H 16.97200 -6.40789 -8.34499 0.2 -0.6 -0.5 0.03
H 8.76925 -11.46700 -10.42055 -0.1 0.1 0.4 0.13
H 13.83711 -9.06436 -13.58522 0.7 -0.1 -0.1 0.06
H 15.97363 -6.26628 -10.48392 -0.3 -0.2 -0.5 0.08
H 19.50035 -10.45629 -12.48657 -0.4 -0.2 0.4 0.08
H 9.86444 -11.40081 -8.95705 -0.4 -0.5 -0.1 0.12
H 13.08788 -8.55486 -18.13280 -0.1 -0.1 0.0 0.07
H 8.43034 -7.68781 -17.49777 -0.3 0.2 -0.1 0.08
H 8.57398 -5.92808 -17.79856 0.2 0.0 0.1 0.08
H 10.57599 -8.28257 -18.46176 0.3 -0.3 0.0 0.04
H 14.29999 -11.07331 -14.98133 0.2 -0.2 0.5 0.09
H 17.92257 -9.65169 -12.40653 0.7 0.8 -0.2 0.02
```
Positions in Å, forces in eV/Å.

Computed properties:
net charge: -1
HOMO (spin up / spin down): 0.111 / -6.894 eV
multiplicity: 2


Record 3
DFT (the ωB97M-V functional and the def2-TZVPD basis) results for a molecular structure, C20H46P4SeY.

Structure (XYZ):
```
72
Properties=species:S:1:pos:R:3:forces:R:3:lowdin_charge:R:1
Y 0.46242 -0.09718 0.27083 -1.5 2.0 0.2 0.46
Se 1.53669 -2.53552 0.55560 2.1 -1.2 -0.4 0.98
P 0.16932 -0.64750 -2.44465 0.6 -0.4 -0.8 0.71
P 0.09189 0.16589 2.97008 0.3 0.0 1.8 0.74
P -2.23056 -1.13511 0.33852 -1.0 -0.5 0.1 0.71
P -0.83538 2.31290 -0.51693 -0.1 0.9 -0.4 0.71
C -0.74466 1.64218 3.66855 -0.1 0.3 -0.5 -0.23
C -3.41836 -1.14275 -1.05323 -0.2 0.2 -0.4 -0.25
C -2.49119 2.47314 -1.27750 -0.2 -0.1 -0.1 -0.26
C 3.32220 -2.03374 0.14095 -1.5 -0.6 0.4 -0.53
C 1.93867 0.41986 2.98670 -0.3 0.1 0.0 -0.28
C 5.53647 -2.98876 -0.21711 -1.5 -1.3 0.1 0.04
C 1.85130 -0.23094 -3.05544 -0.1 0.2 -0.1 -0.25
C 0.03091 -2.42927 -2.80677 -0.2 -0.1 0.0 -0.26
C -0.95208 0.10032 -3.66726 -0.4 0.3 0.1 -0.23
C 5.28325 -0.59966 -0.07245 -2.2 1.0 0.2 0.04
C 3.90172 -0.74700 0.10182 1.5 1.6 0.0 -0.08
C 9.67719 -0.32413 -0.40037 0.0 0.9 -0.1 -0.11
C -2.15485 -2.92358 0.75818 0.2 -0.1 0.1 -0.27
C 6.10450 -1.71280 -0.21992 0.9 -0.4 -0.1 0.09
C 0.30727 3.14636 -1.69811 0.0 0.0 0.0 -0.27
C 4.16077 -3.14795 -0.06604 2.2 -1.2 -0.2 -0.06
C -3.25273 -0.45073 1.69825 -0.1 0.2 0.2 -0.26
C 9.89700 0.98042 -0.65858 -0.2 -0.9 0.2 -0.05
C -0.04538 -0.94101 4.41980 -0.1 -0.3 0.0 -0.24
C -0.91618 3.57084 0.80959 0.1 -0.1 0.4 -0.27
H 0.05143 3.57682 1.34586 -0.5 0.1 -0.2 0.05
H -2.79509 -0.64611 2.67775 -0.1 0.0 -0.3 0.03
H -3.00826 -1.66088 -1.92982 0.0 0.1 0.2 0.04
H -1.82021 1.55151 3.43844 0.4 0.1 0.1 0.05
H -3.67703 -0.12233 -1.36432 0.1 -0.2 0.1 0.03
H 0.53820 -1.85263 4.27914 0.0 0.0 0.0 0.05
H 3.30542 0.16347 0.21431 0.0 -0.3 0.0 0.02
H -1.08370 -1.23582 4.60484 0.1 0.1 0.0 0.06
H -3.14007 -3.34737 0.99512 0.2 0.2 -0.1 0.07
H 6.14536 -3.87730 -0.31975 0.1 0.1 -0.1 0.14
H -3.26624 2.14646 -0.56020 0.3 0.2 -0.3 0.05
H 2.42446 -0.52757 2.67810 -0.2 0.4 0.3 0.02
H 0.92874 -2.94407 -2.42702 -0.3 0.1 -0.2 0.03
H 9.64556 -0.70354 0.62499 0.1 0.1 -0.3 0.05
H -1.10061 4.57716 0.39579 0.1 -0.4 0.1 0.08
H 0.43082 2.56001 -2.62103 0.0 0.3 0.3 0.02
H -1.72473 3.31127 1.51824 0.4 0.2 -0.3 0.05
H 2.09677 0.80694 -2.78527 0.0 -0.4 -0.1 0.04
H 9.95780 1.35723 -1.68396 0.0 -0.2 0.4 0.06
H -0.80998 1.19000 -3.73287 -0.1 -0.4 0.0 0.05
H 1.86924 -0.34585 -4.14798 0.2 0.0 0.2 0.07
H -0.05887 -2.55719 -3.89592 0.1 -0.2 0.3 0.07
H -1.72509 -3.49447 -0.07609 -0.1 0.1 0.1 0.04
H -4.26634 -0.87532 1.70681 0.3 0.0 -0.1 0.07
H 3.72459 -4.14178 -0.06003 0.2 0.0 0.0 0.12
H -2.56818 1.85162 -2.18616 0.0 0.3 0.4 0.03
H 5.71283 0.39659 -0.08311 0.0 -0.1 0.0 0.15
H -1.49738 -3.06312 1.62719 -0.2 0.0 -0.1 0.03
H -0.86016 -2.85188 -2.31120 0.4 0.1 -0.3 0.04
H 2.59539 -0.90018 -2.59748 -0.2 0.2 -0.2 0.04
H -3.34651 0.63910 1.58756 0.0 -0.2 0.0 0.04
H 10.04749 1.70553 0.14671 0.0 -0.3 -0.3 0.06
H 9.56355 -1.05201 -1.20885 0.1 0.2 0.2 0.04
H 0.33451 -0.40446 5.30459 -0.1 -0.2 -0.3 0.07
H 1.84988 1.14697 -0.19497 0.4 0.5 -0.2 -0.08
H -2.00220 -0.10842 -3.40540 0.4 0.1 -0.1 0.04
H -0.37851 2.58101 3.23882 -0.1 -0.3 0.1 0.03
H -4.35745 -1.64863 -0.79006 0.3 0.1 0.1 0.07
H -2.68617 3.52412 -1.54739 0.1 -0.4 0.1 0.07
H 1.29067 3.24563 -1.21789 -0.3 -0.1 -0.2 0.04
H 7.18644 -1.58151 -0.33288 -0.3 0.0 0.0 0.13
H 2.25285 0.66618 4.00719 0.1 0.0 -0.2 0.08
H -0.07054 4.14815 -1.94567 0.0 -0.3 0.0 0.07
H -0.73320 -0.35203 -4.64524 0.0 0.1 0.2 0.08
H 2.26610 1.21839 2.30844 0.0 0.0 0.1 0.03
H -0.62546 1.69566 4.75157 0.1 -0.2 -0.1 0.07
```
Positions in Å, forces in eV/Å.

Computed properties:
net charge: +3
HOMO (spin up / spin down): -15.723 / -15.730 eV
energy relative to the best compared isomer or geometry (same formula, charge and spin): 271.20 kJ/mol


Short version: calculated total energy = -73458.919; -53884.315; -125002.435 eV, in the order given.